ORCA calculation (the ωB97M-V functional and the def2-TZVPD basis) on a cluster of 2 separate species, C6H15N2 in total in a non-equilibrium geometry.

```
! wB97M-V def2-TZVPD RIJCOSX def2/J DEFGRID3
* xyz 1 1
C 0.54 -2.76 0.72
C 0.72 -1.25 0.91
C -0.66 -0.56 0.73
C -0.48 0.96 0.61
C -0.78 1.67 1.77
C 0.35 2.78 -0.56
N 0.23 1.29 -0.46
N -0.12 -0.78 -2.75
H -0.23 -3.16 1.38
H 0.20 -2.94 -0.31
H 1.45 -3.34 0.85
H 1.01 -1.05 1.95
H -1.07 -0.82 -0.25
H -1.33 -0.93 1.50
H -1.48 1.19 2.44
H -0.30 2.60 2.08
H -0.63 3.19 -0.34
H 0.61 3.11 -1.57
H 1.05 3.21 0.16
H 0.49 -0.89 -3.54
H 1.49 -0.84 0.27
H -1.05 -0.88 -3.14
H 0.01 0.17 -2.45
*
```

Properties
Energy   -346.71933 Ha
ΔE to the lowest compared entry with this formula, charge and spin   5.258 eV
Gap between HOMO and LUMO   4.85 eV

---

ORCA calculation (the ωB97M-V functional and the def2-TZVPD basis) on the ion C6H15N2 with charge +1 in a non-equilibrium geometry.

```
! wB97M-V def2-TZVPD RIJCOSX def2/J DEFGRID3
* xyz 1 1
C -2.13 0.31 -1.15
N -1.45 0.46 0.18
C -1.01 -0.82 0.75
N 0.33 -0.80 0.28
C 0.63 -2.06 -0.48
C 0.85 0.40 0.20
C 0.66 1.53 1.13
C 2.24 0.65 -0.40
H -1.58 0.96 -1.78
H -2.26 -0.71 -1.53
H -3.23 0.80 -1.18
H -2.13 0.93 0.78
H -1.65 -1.72 0.46
H -1.06 -0.67 1.77
H 0.26 -2.82 0.35
H 0.10 -2.07 -1.48
H 1.72 -2.20 -0.61
H 1.13 2.37 0.81
H 1.14 1.21 2.02
H -0.37 1.81 1.43
H 2.13 1.60 -0.88
H 2.69 -0.09 -1.04
H 2.98 0.93 0.38
*
```

Properties
Energy   -346.77807 Ha
SMILES string   CNC[N+](C)=C(C)C
ΔE to the lowest compared entry with this formula, charge and spin   3.660 eV
Gap between HOMO and LUMO   9.30 eV

---

ORCA calculation (the ωB97M-V functional and the def2-TZVPD basis) on a cluster of 2 separate species, C6H15N2 in total in a non-equilibrium geometry.

```
! wB97M-V def2-TZVPD RIJCOSX def2/J DEFGRID3
* xyz 1 1
C -0.96 -1.74 0.99
C -1.33 -0.26 0.84
C -0.33 0.55 -0.02
C 0.25 1.71 0.44
N 1.30 2.38 -0.22
C -0.07 0.04 -1.29
C -1.22 -0.36 -2.17
N 2.26 -0.56 1.38
H -0.13 -1.78 1.70
H -1.78 -2.29 1.47
H -1.26 0.29 1.78
H -2.36 -0.16 0.47
H -0.34 2.32 1.12
H 1.16 2.76 -1.14
H 2.24 2.02 -0.11
H 0.83 0.15 -1.89
H 3.08 -0.61 1.94
H -1.89 -1.08 -1.69
H -0.89 -0.80 -3.11
H -1.87 0.48 -2.42
H -0.71 -2.29 0.09
H 2.30 -1.07 0.52
H 1.73 0.29 1.31
*
```

Properties
Energy   -346.75800 Ha
ΔE to the lowest compared entry with this formula, charge and spin   4.206 eV
Gap between HOMO and LUMO   6.39 eV

---

ORCA calculation (the ωB97M-V functional and the def2-TZVPD basis) on a cluster of 2 separate species, C6H15N2 in total in a non-equilibrium geometry.

```
! wB97M-V def2-TZVPD RIJCOSX def2/J DEFGRID3
* xyz 2 2
C 1.47 -0.90 -1.66
C 1.25 -1.28 -2.94
C 2.34 0.85 -0.21
N 2.07 0.37 -1.38
H 1.39 -1.60 -0.84
H 1.48 -0.69 -3.87
H 0.90 -2.31 -3.17
H 2.79 1.83 -0.11
H 2.11 0.29 0.68
H 2.25 0.94 -2.22
C -0.13 -0.21 1.23
C -1.59 -0.05 1.58
C -2.01 1.45 1.51
N -2.52 -0.76 0.62
H 0.48 0.48 1.87
H 0.23 -1.21 1.46
H 0.04 0.07 0.17
H -1.78 -0.49 2.62
H -3.03 1.59 1.96
H -1.30 2.11 2.06
H -1.98 1.72 0.44
H -2.21 -1.76 0.53
H -2.22 -0.44 -0.34
*
```

Properties
Energy   -346.33135 Ha
ΔE to the lowest compared entry with this formula, charge and spin   3.949 eV
Gap between HOMO and LUMO (spin up / spin down)   9.61 / 5.83 eV
Expectation value of S²   0.754

---

ORCA calculation (the ωB97M-V functional and the def2-TZVPD basis) on the ion C6H15N2 with charge +2 in a non-equilibrium geometry.

```
! wB97M-V def2-TZVPD RIJCOSX def2/J DEFGRID3
* xyz 2 2
C 1.87 -1.19 -0.65
C 1.70 0.37 -0.88
C 0.27 0.99 -0.98
N -1.62 1.01 2.23
C -0.67 1.16 1.35
C -0.76 0.66 0.05
C -2.00 -0.01 -0.46
N 0.83 -1.86 0.16
H 1.94 -1.64 -1.64
H 2.87 -1.20 -0.26
H 2.33 0.87 -0.15
H 2.11 0.51 -1.84
H 0.43 2.07 -0.90
H -0.05 0.81 -2.00
H -1.52 1.47 3.12
H -2.52 0.72 1.91
H 0.19 1.78 1.60
H -2.56 -0.57 0.27
H -1.86 -0.61 -1.36
H -2.60 0.87 -0.73
H 0.40 -1.34 0.91
H 1.16 -2.67 0.69
H 0.08 -2.20 -0.43
*
```

Properties
Energy   -346.44656 Ha
ΔE to the lowest compared entry with this formula, charge and spin   0.814 eV
Gap between HOMO and LUMO (spin up / spin down)   10.50 / 9.58 eV
Expectation value of S²   0.758

---

ORCA calculation (the ωB97M-V functional and the def2-TZVPD basis) on the ion C6H15N2O with charge +1.

```
! wB97M-V def2-TZVPD RIJCOSX def2/J DEFGRID3
* xyz 1 1
N 2.67 -0.92 0.18
C 2.17 0.36 0.65
C 1.25 1.00 -0.38
N -0.14 0.43 -0.42
C -0.27 -1.07 -0.32
C -1.71 -1.43 -0.60
O -2.60 -0.82 0.29
C -2.50 0.58 0.23
C -1.09 1.04 0.57
H 3.01 -1.49 0.93
H 3.42 -0.79 -0.48
H 2.96 1.09 0.87
H 1.64 0.22 1.59
H 1.15 2.07 -0.18
H 1.68 0.89 -1.37
H -0.52 0.66 -1.34
H 0.02 -1.35 0.69
H 0.42 -1.53 -1.02
H -1.83 -2.51 -0.51
H -1.95 -1.17 -1.64
H -2.77 0.95 -0.78
H -3.20 1.00 0.94
H -1.00 2.12 0.54
H -0.81 0.67 1.55
*
```

Properties
Energy   -422.11266 Ha
SMILES string   NCC[NH+]1CCOCC1
ΔE to the lowest compared entry with this formula, charge and spin   0.189 eV
Gap between HOMO and LUMO   10.70 eV

---

Repeat the fifth record exactly.
ORCA calculation (the ωB97M-V functional and the def2-TZVPD basis) on the ion C6H15N2 with charge +2 in a non-equilibrium geometry.

```
! wB97M-V def2-TZVPD RIJCOSX def2/J DEFGRID3
* xyz 2 2
C 1.87 -1.19 -0.65
C 1.70 0.37 -0.88
C 0.27 0.99 -0.98
N -1.62 1.01 2.23
C -0.67 1.16 1.35
C -0.76 0.66 0.05
C -2.00 -0.01 -0.46
N 0.83 -1.86 0.16
H 1.94 -1.64 -1.64
H 2.87 -1.20 -0.26
H 2.33 0.87 -0.15
H 2.11 0.51 -1.84
H 0.43 2.07 -0.90
H -0.05 0.81 -2.00
H -1.52 1.47 3.12
H -2.52 0.72 1.91
H 0.19 1.78 1.60
H -2.56 -0.57 0.27
H -1.86 -0.61 -1.36
H -2.60 0.87 -0.73
H 0.40 -1.34 0.91
H 1.16 -2.67 0.69
H 0.08 -2.20 -0.43
*
```

Properties
Energy   -346.44656 Ha
ΔE to the lowest compared entry with this formula, charge and spin   0.814 eV
Gap between HOMO and LUMO (spin up / spin down)   10.50 / 9.58 eV
Expectation value of S²   0.758

---

Repeat the fifth record exactly.
ORCA calculation (the ωB97M-V functional and the def2-TZVPD basis) on the ion C6H15N2 with charge +2 in a non-equilibrium geometry.

```
! wB97M-V def2-TZVPD RIJCOSX def2/J DEFGRID3
* xyz 2 2
C 1.87 -1.19 -0.65
C 1.70 0.37 -0.88
C 0.27 0.99 -0.98
N -1.62 1.01 2.23
C -0.67 1.16 1.35
C -0.76 0.66 0.05
C -2.00 -0.01 -0.46
N 0.83 -1.86 0.16
H 1.94 -1.64 -1.64
H 2.87 -1.20 -0.26
H 2.33 0.87 -0.15
H 2.11 0.51 -1.84
H 0.43 2.07 -0.90
H -0.05 0.81 -2.00
H -1.52 1.47 3.12
H -2.52 0.72 1.91
H 0.19 1.78 1.60
H -2.56 -0.57 0.27
H -1.86 -0.61 -1.36
H -2.60 0.87 -0.73
H 0.40 -1.34 0.91
H 1.16 -2.67 0.69
H 0.08 -2.20 -0.43
*
```

Properties
Energy   -346.44656 Ha
ΔE to the lowest compared entry with this formula, charge and spin   0.814 eV
Gap between HOMO and LUMO (spin up / spin down)   10.50 / 9.58 eV
Expectation value of S²   0.758

---

> Which value of ΔE to the lowest compared entry with this formula, charge and spin does entry 4 give?

3.949 eV

---

> Which formula does entry 1 have?

C6H15N2